Entry 1:
DFT (ωB97M-V/def2-TZVPD) results for one molecule with the formula C2H4O2S.

## Properties
LUMO energy (spin up / spin down) in eV: -0.941 / -0.941
Kohn-Sham gap (spin up / spin down) in eV: 8.9 / 8.9
ΔE to the lowest compared entry with this formula, charge and spin in kJ/mol: 273.2
SMILES: CC=S(=O)=O

ORCA input file:
```
! RIJCOSX wB97M-V def2-TZVPD def2/J DEFGRID3
* xyz 0 1
C -1.25360 0.11636 -0.06012
C 0.12817 -0.58885 0.44191
S 1.47929 0.14686 -0.16849
O 2.75224 -0.33997 0.28395
O 1.36417 0.71814 -1.47856
H -2.07587 -0.39656 0.42642
H -1.31454 -0.00681 -1.13551
H -1.26649 1.16827 0.19904
H 0.18663 -0.81743 1.49136
*
```

Entry 2:
DFT (ωB97M-V/def2-TZVPD) results for a 2-piece molecular cluster, C2H4O2S2 overall.

## Properties
LUMO energy in eV: -1.086
Kohn-Sham gap in eV: 8.1
ΔE to the lowest compared entry with this formula, charge and spin in kJ/mol: 383.6

ORCA input file:
```
! RIJCOSX wB97M-V def2-TZVPD def2/J DEFGRID3
* xyz 0 1
C 1.82293 -1.24865 -0.64768
C -0.85473 -0.90535 -0.08910
O -0.44399 2.61709 -0.53249
O 0.03921 2.51977 1.87636
S 0.81359 -0.24409 0.11015
S 0.54094 2.60012 0.54054
H 1.21793 -2.21327 -0.90466
H -1.15083 -1.23322 0.83581
H -0.54523 -1.78760 -0.57860
H -1.43983 -0.10479 -0.61033
*
```

Entry 3:
DFT (ωB97M-V/def2-TZVPD) results for one molecule with the formula C2H4O2S2.

## Properties
LUMO energy (spin up / spin down) in eV: -1.540 / -2.205
Kohn-Sham gap (spin up / spin down) in eV: 7.8 / 7.1
ΔE to the lowest compared entry with this formula, charge and spin in kJ/mol: 353.7

ORCA input file:
```
! RIJCOSX wB97M-V def2-TZVPD def2/J DEFGRID3
* xyz 0 1
C -0.98257 0.64734 -0.27866
C -0.89578 -0.57924 0.48421
O 2.13001 -0.56216 1.00874
O 2.44887 -0.78379 -1.48912
S 0.55575 1.61074 -0.38137
S 1.58599 -0.43955 -0.32633
H -1.48365 0.66257 -1.24331
H -1.39654 1.36754 0.33138
H -0.50856 -0.47540 1.53454
H -1.45350 -1.44806 0.35993
*
```

Entry 4:
DFT (ωB97M-V/def2-TZVPD) results for one molecule with the formula C2H4O2Si.

## Properties
LUMO energy (spin up / spin down) in eV: -0.621 / -1.100
Kohn-Sham gap (spin up / spin down) in eV: 8.0 / 6.0
ΔE to the lowest compared entry with this formula, charge and spin in kJ/mol: 425.1

ORCA input file:
```
! RIJCOSX wB97M-V def2-TZVPD def2/J DEFGRID3
* xyz 0 1
C 0.78350 -0.58290 0.03771
C 1.81640 0.33174 -0.17873
O -0.44619 0.01878 -0.09974
O 2.98887 0.17721 0.04376
Si -1.99621 0.10015 0.07006
H 0.79549 -1.55170 0.32905
H 1.43480 1.15174 -0.66443
H -2.62227 1.34788 -0.14653
H -2.75438 -0.99290 0.60885
*
```